Entry 1:
{"formula": "C4H8O3", "method": "ωB97M-V/def2-TZVPD", "energy_ev": -10419.9320, "molar_mass_g_mol": 104.1, "homo_lumo_gap_ev": 11.38, "e_lumo_ha": 0.0334, "relative_energy_kj_mol": 103.4, "fmax_ha_per_bohr": 0.0085, "species": ["O", "O", "O", "C", "C", "C", "C", "H", "H", "H", "H", "H", "H", "H", "H"], "positions_angstrom": [[3.0435, -0.4224, 0.2248], [-1.5842, 0.3638, 0.4606], [-0.6183, -0.7877, -1.1988], [1.9233, 0.4075, -0.0268], [-2.8126, 0.1196, -0.2353], [-0.5358, -0.2305, -0.1286], [0.7363, -0.2521, 0.6785], [2.0971, 1.4253, 0.3569], [1.7136, 0.4751, -1.1036], [0.6020, 0.0974, 1.7055], [-3.6004, 0.5713, 0.3654], [-2.7877, 0.5516, -1.2394], [-2.9650, -0.9593, -0.3256], [0.9768, -1.3195, 0.6811], [3.8114, -0.0401, -0.2148]]}



Entry 2:
{"formula": "C19H43OP3SSeTm", "method": "ωB97M-V/def2-TZVPD", "energy_ev": -155998.6126, "molar_mass_g_mol": 660.4, "homo_lumo_gap_ev": [7.07, 7.05], "multiplicity": 3, "e_lumo_ha": [-0.3447, -0.3455], "charge": 3, "relative_energy_kj_mol": 176.3, "fmax_ha_per_bohr": 0.0488, "species": ["Tm", "Se", "S", "P", "P", "P", "O", "C", "C", "C", "C", "C", "C", "C", "C", "C", "C", "C", "C", "C", "C", "C", "C", "C", "C", "C", "H", "H", "H", "H", "H", "H", "H", "H", "H", "H", "H", "H", "H", "H", "H", "H", "H", "H", "H", "H", "H", "H", "H", "H", "H", "H", "H", "H", "H", "H", "H", "H", "H", "H", "H", "H", "H", "H", "H", "H", "H", "H", "H"], "positions_angstrom": [[-0.0555, -0.9741, 0.4854], [-0.0652, 1.3003, -1.5054], [0.4011, -2.6243, 3.5217], [-2.5212, 0.4071, 0.5730], [0.0327, 1.7296, 1.7203], [2.5431, 0.1471, -0.0535], [-0.2814, -2.0878, 2.1610], [-2.7285, 2.1944, 0.1482], [3.8870, -0.2551, 1.0973], [-3.0733, -0.3780, -0.9680], [0.4611, -4.3761, 3.1775], [0.7551, 0.3382, -5.9938], [-1.1784, 2.0012, 3.0616], [-0.9249, -3.5421, -2.4043], [-3.9702, 0.3930, 1.6969], [1.5188, 1.8229, 2.7717], [3.0652, 1.8508, -0.4934], [-0.4858, -3.0365, -1.2246], [0.0287, 1.1249, -3.4571], [0.1850, 3.4968, 1.2047], [2.8596, -0.8681, -1.5474], [-1.0010, -2.5226, 4.6211], [1.2513, 1.5354, -5.4872], [0.9012, 1.9408, -4.1881], [-0.1159, -0.4641, -5.2258], [-0.6237, 0.0155, -4.0193], [-0.6462, -4.5791, -2.7427], [-1.9070, -2.9837, 4.2113], [-4.1732, -0.4218, -0.9821], [1.2246, 2.4895, 3.5999], [-2.1662, 2.3642, 2.7453], [-0.7326, 2.7991, 3.6854], [-2.7015, -1.4130, -1.0814], [2.6356, -1.9324, -1.3261], [-1.4421, -0.4742, -3.4759], [-1.5169, -3.0682, -3.2330], [-2.3118, 2.8558, 0.9189], [0.2082, -0.1712, -1.6316], [1.0271, 0.0445, -6.9993], [-1.1261, -2.2485, -0.8084], [-2.7245, 0.2033, -1.8374], [0.3023, 4.0441, 2.1588], [2.3730, 2.2831, 2.2544], [-0.7009, -3.0071, 5.5577], [3.9562, 0.5091, 1.8923], [1.9355, 2.1734, -6.0467], [-1.2249, -1.4690, 4.8326], [4.8501, -0.2939, 0.5620], [-4.3071, -0.6300, 1.9118], [0.2100, -3.7173, -0.6950], [-1.2946, 1.0839, 3.6630], [-0.4161, -1.4500, -5.5747], [0.6028, -4.5612, 2.1052], [3.9202, -0.7904, -1.8447], [-3.8034, 2.4204, 0.0857], [-0.6908, 3.9073, 0.6888], [2.3175, 2.3713, -1.1166], [-2.2453, 2.4282, -0.8118], [3.6927, -1.2356, 1.5617], [1.2862, 2.8607, -3.7135], [3.2603, 2.4560, 0.4119], [3.9990, 1.8083, -1.0787], [-0.4413, -4.8937, 3.5312], [1.3591, -4.7271, 3.7037], [-4.8104, 0.9248, 1.2140], [2.2350, -0.5409, -2.3990], [1.0847, 3.6637, 0.5949], [1.7887, 0.8435, 3.1864], [-3.7504, 0.9050, 2.6491]]}